(1)
C44H110N13O22 | the ωB97M-V functional and the def2-TZVPD basis

Bonds (Å) are listed after each position.
Geometry (Å):
1 C -2.715 2.513 1.904  N2 1.575, H8 1.090, H9 1.090, H10 1.090
2 N -1.603 1.421 1.676  C1 1.575, C3 1.567, C4 1.531, C5 1.594
3 C -0.207 2.024 2.053  N2 1.567, H11 1.090, H12 1.090, H13 1.090
4 C -1.869 0.192 2.550  N2 1.531, H14 1.090, H15 1.090, H16 1.090
5 C -1.570 0.936 0.158  N2 1.594, C6 1.526, H17 1.090, H18 1.090
6 C -1.458 2.074 -0.852  C5 1.526, O7 1.457, H19 1.090, H20 1.090
7 O -0.214 2.830 -0.790  C6 1.457, H21 0.960
8 H -2.686 2.834 2.945  C1 1.090
9 H -3.695 2.081 1.702  C1 1.090
10 H -2.567 3.467 1.398  C1 1.090
11 H -0.156 3.111 1.999  C3 1.090
12 H 0.573 1.655 1.387  C3 1.090
13 H 0.007 1.753 3.086  C3 1.090
14 H -2.817 -0.172 2.154  C4 1.090
15 H -1.823 0.282 3.635  C4 1.090
16 H -0.996 -0.448 2.418  C4 1.090
17 H -2.494 0.362 0.088  C5 1.090
18 H -0.619 0.440 -0.039  C5 1.090
19 H -2.205 2.866 -0.810  C6 1.090
20 H -1.645 1.663 -1.844  C6 1.090
21 H -0.135 3.246 -1.652  O7 0.960
22 C -0.022 7.869 2.591  N23 1.527, H29 1.090, H30 1.090, H31 1.090
23 N -0.366 8.619 1.306  C22 1.527, C24 1.514, C25 1.566, C26 1.555
24 C -1.718 8.180 0.784  N23 1.514, H32 1.090, H33 1.090, H34 1.090
25 C -0.384 10.082 1.864  N23 1.566, H35 1.090, H36 1.090, H37 1.090
26 C 0.616 8.328 0.136  N23 1.555, C27 1.563, H38 1.090, H39 1.090
27 C 0.321 8.956 -1.265  C26 1.563, O28 1.400, H40 1.090, H41 1.090
28 O 0.631 10.308 -1.077  C27 1.400, H42 0.960
29 H -0.870 7.855 3.276  C22 1.090
30 H 0.892 8.150 3.114  C22 1.090
31 H 0.463 6.900 2.475  C22 1.090
32 H -2.105 8.930 0.093  C24 1.090
33 H -2.450 8.121 1.591  C24 1.090
34 H -1.804 7.215 0.286  C24 1.090
35 H 0.648 10.424 1.945  C25 1.090
36 H -0.990 10.126 2.769  C25 1.090
37 H -0.898 10.639 1.080  C25 1.090
38 H 0.784 7.251 0.149  C26 1.090
39 H 1.635 8.574 0.433  C26 1.090
40 H -0.689 8.811 -1.651  C27 1.090
41 H 0.893 8.483 -2.063  C27 1.090
42 H 1.572 10.434 -0.939  O28 0.960
43 C -6.084 6.216 -6.838  N44 1.535, H50 1.090, H51 1.090, H52 1.090
44 N -4.865 5.319 -7.095  C43 1.535, C45 1.498, C46 1.578, C47 1.593
45 C -4.375 5.794 -8.428  N44 1.498, H53 1.090, H54 1.090, H55 1.090
46 C -3.899 5.571 -5.872  N44 1.578, H56 1.090, H57 1.090, H58 1.090
47 C -5.262 3.778 -7.176  N44 1.593, C48 1.526, H59 1.090, H60 1.090
48 C -4.190 2.712 -7.381  C47 1.526, O49 1.490, H61 1.090, H62 1.090
49 O -3.482 2.448 -6.097  C48 1.490, H63 0.960
50 H -6.623 6.091 -7.777  C43 1.090
51 H -5.766 7.257 -6.783  C43 1.090
52 H -6.556 5.903 -5.907  C43 1.090
53 H -4.284 6.879 -8.478  C45 1.090
54 H -5.023 5.358 -9.188  C45 1.090
55 H -3.370 5.386 -8.531  C45 1.090
56 H -3.146 4.788 -5.961  C46 1.090
57 H -4.426 5.308 -4.955  C46 1.090
58 H -3.500 6.578 -5.994  C46 1.090
59 H -6.102 3.511 -7.818  C47 1.090
60 H -5.695 3.452 -6.230  C47 1.090
61 H -3.541 2.967 -8.219  C48 1.090
62 H -4.640 1.757 -7.653  C48 1.090
63 H -2.546 2.488 -6.304  O49 0.960
64 C 4.302 -0.676 -2.279  N65 1.540, H71 1.090, H72 1.090, H73 1.090
65 N 5.730 -0.925 -2.798  C64 1.540, C66 1.494, C67 1.552, C68 1.581
66 C 6.328 0.430 -2.601  N65 1.494, H74 1.090, H75 1.090, H76 1.090
67 C 6.380 -1.976 -1.860  N65 1.552, H77 1.090, H78 1.090, H79 1.090
68 C 5.571 -1.384 -4.302  N65 1.581, C69 1.623, H80 1.090, H81 1.090
69 C 7.017 -1.860 -4.864  C68 1.623, O70 1.377, H82 1.090, H83 1.090
70 O 7.718 -0.729 -5.216  C69 1.377, H84 0.960
71 H 3.817 -1.652 -2.248  C64 1.090
72 H 3.758 0.038 -2.896  C64 1.090
73 H 4.328 -0.387 -1.228  C64 1.090
74 H 7.371 0.244 -2.858  C66 1.090
75 H 6.286 0.780 -1.569  C66 1.090
76 H 5.910 1.074 -3.374  C66 1.090
77 H 6.358 -1.458 -0.902  C67 1.090
78 H 7.433 -2.070 -2.127  C67 1.090
79 H 5.697 -2.802 -2.059  C67 1.090
80 H 4.939 -0.676 -4.837  C68 1.090
81 H 4.930 -2.233 -4.064  C68 1.090
82 H 6.922 -2.576 -5.681  C69 1.090
83 H 7.669 -2.414 -4.189  C69 1.090
84 H 8.240 -0.933 -5.996  O70 0.960
85 C 3.553 -4.018 7.163  C86 1.456, H94 1.090, H95 1.090, H96 1.090
86 C 2.959 -3.338 8.306  C85 1.456, C87 1.528, H97 1.090, H98 1.090
87 C 3.725 -2.044 8.570  C86 1.528, N88 1.534, H99 1.090, H100 1.090
88 N 2.786 -0.929 9.048  C87 1.534, C89 1.538, C90 1.622, C93 1.508
89 C 2.113 -0.309 7.813  N88 1.538, H101 1.090, H102 1.090, H103 1.090
90 C 3.767 0.229 9.622  N88 1.622, C91 1.527, H104 1.090, H105 1.090
91 C 2.925 1.007 10.631  C90 1.527, C92 1.562, H106 1.090, H107 1.090
92 C 1.905 -0.060 11.142  C91 1.562, C93 1.494, H108 1.090, H109 1.090
93 C 2.010 -1.284 10.291  N88 1.508, C92 1.494, H110 1.090, H111 1.090
94 H 3.659 -3.268 6.378  C85 1.090
95 H 3.034 -4.888 6.762  C85 1.090
96 H 4.527 -4.384 7.489  C85 1.090
97 H 3.002 -4.110 9.074  C86 1.090
98 H 1.915 -3.078 8.129  C86 1.090
99 H 4.164 -1.614 7.670  C87 1.090
100 H 4.596 -2.235 9.197  C87 1.090
101 H 2.778 -0.100 6.975  C89 1.090
102 H 1.782 0.681 8.127  C89 1.090
103 H 1.181 -0.870 7.739  C89 1.090
104 H 4.252 0.939 8.952  C90 1.090
105 H 4.462 -0.367 10.212  C90 1.090
106 H 2.381 1.835 10.176  C91 1.090
107 H 3.467 1.394 11.493  C91 1.090
108 H 0.889 0.272 10.933  C92 1.090
109 H 2.137 -0.216 12.196  C92 1.090
110 H 1.019 -1.621 9.987  C93 1.090
111 H 2.578 -2.031 10.845  C93 1.090
112 C -0.386 -11.652 2.548  C113 1.535, H121 1.090, H122 1.090, H123 1.090
113 C -1.407 -10.510 2.658  C112 1.535, C114 1.488, H124 1.090, H125 1.090
114 C -0.685 -9.210 2.713  C113 1.488, N115 1.582, H126 1.090, H127 1.090
115 N -1.572 -7.971 3.136  C114 1.582, C116 1.572, C117 1.497, C120 1.579
116 C -2.654 -7.804 2.008  N115 1.572, H128 1.090, H129 1.090, H130 1.090
117 C -2.041 -8.058 4.555  N115 1.497, C118 1.547, H131 1.090, H132 1.090
118 C -2.118 -6.576 4.995  C117 1.547, C119 1.519, H133 1.090, H134 1.090
119 C -1.175 -5.790 4.099  C118 1.519, C120 1.485, H135 1.090, H136 1.090
120 C -0.609 -6.720 3.090  N115 1.579, C119 1.485, H137 1.090, H138 1.090
121 H -0.809 -12.656 2.581  C112 1.090
122 H 0.470 -11.747 3.215  C112 1.090
123 H 0.030 -11.544 1.546  C112 1.090
124 H -2.148 -10.592 3.453  C113 1.090
125 H -1.955 -10.500 1.716  C113 1.090
126 H -0.294 -8.929 1.735  C114 1.090
127 H 0.085 -9.126 3.479  C114 1.090
128 H -3.417 -8.575 2.114  C116 1.090
129 H -2.127 -7.910 1.060  C116 1.090
130 H -3.182 -6.869 2.196  C116 1.090
131 H -2.909 -8.703 4.692  C117 1.090
132 H -1.232 -8.537 5.105  C117 1.090
133 H -3.165 -6.274 4.974  C118 1.090
134 H -1.772 -6.418 6.016  C118 1.090
135 H -1.676 -4.976 3.575  C119 1.090
136 H -0.264 -5.421 4.570  C119 1.090
137 H -0.588 -6.195 2.135  C120 1.090
138 H 0.395 -6.959 3.440  C120 1.090
139 C -1.430 -3.806 -4.166  C140 1.516, H148 1.090, H149 1.090, H150 1.090
140 C -1.238 -3.537 -5.646  C139 1.516, C141 1.578, H151 1.090, H152 1.090
141 C 0.076 -2.824 -6.151  C140 1.578, N142 1.583, H153 1.090, H154 1.090
142 N 0.220 -2.867 -7.727  C141 1.583, C143 1.519, C144 1.575, C147 1.553
143 C -0.928 -2.132 -8.397  N142 1.519, H155 1.090, H156 1.090, H157 1.090
144 C 0.518 -4.303 -8.304  N142 1.575, C145 1.576, H158 1.090, H159 1.090
145 C 2.058 -4.588 -8.132  C144 1.576, C146 1.549, H160 1.090, H161 1.090
146 C 2.727 -3.241 -8.503  C145 1.549, C147 1.669, H162 1.090, H163 1.090
147 C 1.477 -2.154 -8.296  N142 1.553, C146 1.669, H164 1.090, H165 1.090
148 H -0.965 -3.062 -3.520  C139 1.090
149 H -1.082 -4.822 -3.979  C139 1.090
150 H -2.469 -3.819 -3.839  C139 1.090
151 H -2.088 -2.895 -5.876  C140 1.090
152 H -1.485 -4.378 -6.295  C140 1.090
153 H 1.063 -3.231 -5.931  C141 1.090
154 H 0.113 -1.791 -5.805  C141 1.090
155 H -1.045 -1.069 -8.186  C143 1.090
156 H -1.755 -2.740 -8.028  C143 1.090
157 H -0.915 -2.423 -9.447  C143 1.090
158 H 0.185 -4.235 -9.339  C144 1.090
159 H -0.189 -5.030 -7.904  C144 1.090
160 H 2.349 -5.454 -8.727  C145 1.090
161 H 2.444 -4.680 -7.117  C145 1.090
162 H 2.879 -3.274 -9.582  C146 1.090
163 H 3.633 -2.983 -7.954  C146 1.090
164 H 1.252 -1.830 -9.312  C147 1.090
165 H 1.696 -1.320 -7.629  C147 1.090
166 N -5.280 6.579 5.885  O167 1.263, O168 1.198, O169 1.238
167 O -4.470 5.610 5.867  N166 1.263
168 O -6.410 6.316 6.181  N166 1.198
169 O -4.943 7.719 5.537  N166 1.238
170 N 2.923 -2.651 1.946  O171 1.199, O172 1.239, O173 1.242
171 O 3.138 -1.788 2.749  N170 1.199
172 O 1.866 -2.762 1.309  N170 1.239
173 O 3.832 -3.477 1.762  N170 1.242
174 N -6.481 -2.488 3.141  O175 1.250, O176 1.230, O177 1.180
175 O -7.613 -2.913 2.826  N174 1.250
176 O -6.357 -1.327 3.532  N174 1.230
177 O -5.640 -3.306 3.263  N174 1.180
178 N 1.621 3.012 -5.554  O179 1.211, O180 1.213, O181 1.186
179 O 0.775 2.438 -6.201  N178 1.211
180 O 1.307 4.080 -5.074  N178 1.213
181 O 2.706 2.592 -5.325  N178 1.186
182 N -6.817 3.701 -1.306  O183 1.217, O184 1.253, O185 1.227
183 O -5.900 4.494 -1.205  N182 1.217
184 O -7.452 3.752 -2.385  N182 1.253
185 O -6.951 2.726 -0.574  N182 1.227
186 N 3.518 5.035 5.392  O187 1.234, O188 1.217, O189 1.246
187 O 3.507 4.736 4.195  N186 1.234
188 O 4.518 5.463 5.937  N186 1.217
189 O 2.544 4.811 6.137  N186 1.246

The orbital gap is 2.88 eV. The strongest force on any atom comes out at 6.41 eV/Å. Its energy is -4107.7807 hartree. The calculation puts the LUMO energy at -2.9 eV. Its total charge is +1.

Here are the Löwdin charges for atoms 1 to 5, given in e:
1 C 0.049
2 N -0.281
3 C 0.025
4 C 0.014
5 C -0.055


(2)
C5H11N3O | the ωB97M-V functional and the def2-TZVPD basis

Bonds (Å) are listed after each position.
Geometry (Å):
1 H 1.358 0.076 -1.742  N2 1.017
2 N 0.790 0.475 -0.998  H1 1.017, C3 1.261
3 C 1.187 0.250 0.177  N2 1.261, C4 1.492, C5 1.572
4 C 0.774 1.076 1.350  C3 1.492, H7 1.087, H8 1.090, H9 1.087
5 C 2.356 -0.757 0.473  C3 1.572, O6 1.408, H10 1.100, H11 1.098
6 O 2.611 -1.488 -0.703  C5 1.408, H12 0.963
7 H 0.215 1.951 1.030  C4 1.087
8 H 0.133 0.476 1.996  C4 1.090
9 H 1.637 1.363 1.946  C4 1.087
10 H 3.229 -0.159 0.775  C5 1.100
11 H 2.091 -1.423 1.305  C5 1.098
12 H 3.502 -1.855 -0.677  O6 0.963
13 C -2.968 0.315 -1.339  N14 1.455, H17 1.090, H18 1.096, H19 1.089
14 N -1.885 0.189 -0.376  C13 1.455, C15 1.322, H20 1.027
15 C -2.032 -0.581 0.689  N14 1.322, N16 1.153
16 N -2.307 -1.040 1.710  C15 1.153
17 H -2.778 1.192 -1.957  C13 1.090
18 H -3.018 -0.558 -2.001  C13 1.096
19 H -3.918 0.415 -0.817  C13 1.089
20 H -0.976 0.085 -0.842  N14 1.027

The orbital gap is 9.75 eV. The strongest force on any atom comes out at 2.40 eV/Å. Its energy is -436.5741 hartree. The calculation puts the LUMO energy at 0.5 eV. Its total charge is 0. As for the SMILES: [H]/N=C(/C)CO.CNC#N.

Here are the Löwdin charges for atoms 1 to 5, given in e:
1 H 0.073
2 N 0.123
3 C -0.384
4 C -0.044
5 C -0.198


- Look up the energy of the second one.
  -436.5741 hartree


- Which of these has the highest strongest force on any atom?
  C44H110N13O22


- Which of these has the lowest strongest force on any atom?
  C5H11N3O